Density functional theory data (the ωB97M-V functional and the def2-TZVPD basis) for a molecular structure, C7H14CrO3S3 in a non-equilibrium geometry.

Geometry as XYZ:
```
28
Properties=species:S:1:pos:R:3:forces:R:3
Cr -1.19235 -0.52601 -0.20766 0.6 -0.4 -0.3
C 1.74240 -0.96601 -1.93757 -2.1 -1.4 -1.1
O 0.83421 -0.10420 -1.21701 -0.2 -0.4 -0.1
C 1.16349 1.29116 -1.24626 -1.4 -0.4 0.6
C -0.18339 1.99720 -1.06913 0.1 0.3 -0.3
O -0.90728 1.49180 0.05765 0.1 -0.9 -0.3
C -0.47967 1.80074 1.39910 -0.6 0.5 0.3
C 0.41845 0.69680 1.95989 -0.3 1.7 -0.2
O -0.19449 -0.53177 1.67978 0.0 0.0 -0.3
C 0.57878 -1.61864 2.20924 0.0 -0.9 -0.5
H 2.68145 -0.98605 -1.47522 1.4 0.1 0.5
H 1.75702 -0.74668 -3.00303 0.4 0.8 0.0
H 1.32643 -2.00227 -2.01434 0.1 0.8 0.9
H 1.64458 1.55233 -2.14760 0.3 0.3 -1.3
H 1.86720 1.48947 -0.46641 0.4 0.3 0.7
H -0.85645 1.84687 -1.91647 0.2 -0.4 -0.1
H -0.16976 3.06373 -0.94727 0.7 0.6 0.1
H -1.47062 1.90713 1.84443 0.3 -0.4 0.8
H -0.03994 2.80566 1.47094 0.2 -0.4 -0.3
H 0.56332 0.83875 3.02446 -0.2 0.0 0.4
H 1.40846 0.76820 1.51816 0.2 -0.2 -0.3
H 0.67011 -1.49703 3.30074 -0.2 -0.3 -0.4
H 1.59024 -1.64328 1.75083 -0.5 0.1 0.2
H 0.01006 -2.50995 1.88028 0.5 0.3 0.7
S -4.46017 -3.13472 -1.77232 0.7 0.5 0.6
C -3.30230 -2.20128 -1.13893 -0.3 0.2 0.1
S -3.15045 -1.43153 0.47474 -0.4 -0.4 -0.4
S -1.84930 -1.65041 -2.01103 0.1 -0.1 0.0
```
Positions in Å, forces in eV/Å.

Calculated total energy ... -74548.106 eV
Spin multiplicity ... 4
Total charge ... +1
LUMO energy (spin up / spin down) ... -4.868 / -3.540 eV
Relative energy (zero: lowest compared OMol25 entry of this formula, charge and spin) ... 0.0 kJ/mol
HOMO (spin up / spin down) ... -0.417 / -0.419 Eh

Here are the Mulliken charges for atoms 1 to 2, given in e:
1 Cr 0.6965
2 C -0.9904